{
  "formula": "C33H27CeIN2PS2",
  "method": "ωB97M-V/def2-TZVPD",
  "symbols": ["Ce", "I", "S", "S", "P", "N", "N", "C", "C", "C", "C", "C", "C", "C", "C", "C", "C", "C", "C", "C", "C", "C", "C", "C", "C", "C", "C", "C", "C", "C", "C", "C", "C", "C", "C", "C", "C", "C", "C", "C", "H", "H", "H", "H", "H", "H", "H", "H", "H", "H", "H", "H", "H", "H", "H", "H", "H", "H", "H", "H", "H", "H", "H", "H", "H", "H", "H"],
  "xyz": [[0.141, 1.014, 0.248], [-2.023, -1.315, -0.634], [1.796, -0.607, -1.636], [2.846, -1.798, 0.928], [-2.122, 2.080, -1.133], [-6.580, -0.511, 3.548], [2.924, -3.007, -1.285], [-0.380, 5.068, -3.350], [-0.016, 2.382, -2.817], [3.351, -4.076, -0.363], [2.531, -1.873, -0.756], [-1.068, 3.067, -2.210], [-3.900, 0.326, -2.571], [-5.452, 2.599, -3.309], [-2.044, 1.081, 3.101], [-1.633, 4.662, 1.937], [-4.950, 0.240, -3.531], [3.751, -3.380, 0.944], [0.660, 4.368, -3.963], [-3.602, 1.631, -2.054], [-3.770, 3.234, 0.836], [-1.238, 4.427, -2.474], [-4.372, 2.711, -2.417], [-1.875, -1.291, 2.803], [-1.248, -0.037, 2.833], [-3.950, 4.010, 1.972], [-3.229, -1.429, 3.015], [0.200, 0.109, 2.551], [-5.271, -0.984, -4.170], [-2.887, 4.714, 2.528], [-4.599, -2.126, -3.880], [-3.408, 0.951, 3.323], [0.851, 3.022, -3.698], [-5.709, 1.387, -3.869], [-1.454, 3.915, 0.778], [-4.009, -0.297, 3.263], [-2.524, 3.198, 0.218], [-3.282, -0.924, -2.260], [-3.600, -2.096, -2.885], [-5.440, -0.415, 3.443], [-4.011, 1.817, 3.556], [1.320, 4.882, -4.649], [-6.510, 1.273, -4.591], [0.688, 0.782, 3.262], [1.659, 2.476, -4.167], [4.814, -3.160, 0.985], [2.761, -3.184, -2.267], [-6.040, 3.470, -3.565], [-4.602, 2.671, 0.428], [4.183, -4.625, -0.795], [-4.930, 4.063, 2.430], [3.464, -3.957, 1.817], [2.517, -4.760, -0.213], [-2.035, 4.986, -1.997], [-3.697, -2.405, 2.996], [-4.839, -3.060, -4.370], [-3.041, 5.317, 3.414], [0.102, 1.316, -2.645], [0.708, -0.854, 2.599], [-0.811, 5.230, 2.351], [-3.109, -3.018, -2.606], [-4.137, 3.694, -2.022], [-0.520, 6.120, -3.561], [-6.071, -0.984, -4.900], [-0.500, 3.978, 0.257], [-1.275, -2.178, 2.626], [-1.590, 2.065, 3.173]],
  "lowdin_spin": [1.0312, -0.0029, -0.0022, 0.0000, -0.0037, -0.0008, 0.0002, -0.0001, -0.0004, 0.0000, 0.0000, -0.0005, 0.0000, -0.0001, -0.0017, 0.0000, 0.0000, 0.0000, -0.0001, -0.0008, -0.0002, -0.0001, -0.0002, -0.0014, -0.0010, -0.0001, 0.0003, -0.0105, -0.0001, -0.0003, 0.0000, 0.0004, -0.0001, 0.0000, -0.0006, -0.0016, -0.0004, -0.0002, -0.0002, -0.0002, 0.0001, 0.0000, 0.0000, -0.0007, 0.0000, 0.0000, 0.0000, 0.0000, 0.0000, 0.0000, 0.0000, 0.0000, 0.0000, 0.0000, 0.0000, 0.0000, 0.0000, -0.0001, -0.0007, 0.0000, 0.0000, 0.0000, 0.0000, 0.0000, -0.0001, 0.0000, 0.0000],
  "charge": 2,
  "homo_ha": [-0.4783, -0.4776],
  "e_lumo_ev": [-6.0, -6.0],
  "multiplicity": 2,
  "total_energy_ha": -3293.269698,
  "s_squared": 0.75
}



{
  "formula": "C36H33N6O11Rb",
  "method": "ωB97M-V/def2-TZVPD",
  "symbols": ["Rb", "O", "O", "O", "O", "O", "O", "O", "O", "O", "O", "O", "N", "N", "N", "N", "N", "N", "C", "C", "C", "C", "C", "C", "C", "C", "C", "C", "C", "C", "C", "C", "C", "C", "C", "C", "C", "C", "C", "C", "C", "C", "C", "C", "C", "C", "C", "C", "C", "C", "C", "C", "C", "C", "H", "H", "H", "H", "H", "H", "H", "H", "H", "H", "H", "H", "H", "H", "H", "H", "H", "H", "H", "H", "H", "H", "H", "H", "H", "H", "H", "H", "H", "H", "H", "H", "H"],
  "xyz": [[14.679, 10.780, 10.706], [13.081, 11.789, 6.295], [11.601, 13.776, 9.089], [12.829, 12.752, 10.753], [16.674, 14.564, 10.666], [14.100, 10.388, 7.829], [12.358, 6.587, 10.157], [20.587, 15.984, 14.015], [13.197, 8.494, 11.024], [11.689, 9.484, 8.696], [15.756, 13.028, 12.061], [20.056, 14.974, 16.024], [11.293, 8.589, 14.728], [12.701, 15.082, 10.614], [10.102, 8.868, 15.148], [13.484, 15.289, 11.763], [10.279, 10.867, 13.950], [15.152, 10.191, 14.915], [17.347, 9.602, 14.031], [7.797, 11.688, 14.988], [11.088, 6.485, 15.946], [16.979, 10.173, 16.437], [11.843, 7.410, 15.217], [17.555, 14.217, 12.858], [16.580, 13.924, 11.743], [16.851, 9.293, 12.759], [9.622, 10.118, 14.792], [21.162, 15.652, 15.331], [18.650, 15.109, 12.739], [9.671, 11.965, 13.586], [13.126, 6.973, 14.745], [11.687, 10.188, 7.452], [17.268, 13.589, 14.081], [17.604, 8.687, 11.796], [14.343, 10.442, 15.934], [14.767, 10.555, 17.249], [11.601, 5.212, 16.249], [18.967, 8.613, 12.007], [12.593, 8.409, 8.671], [8.413, 10.519, 15.425], [12.382, 13.786, 10.226], [16.445, 9.965, 15.150], [12.377, 14.154, 7.865], [19.102, 14.704, 15.083], [19.410, 15.327, 13.845], [13.626, 5.748, 15.101], [12.859, 4.805, 15.833], [17.977, 13.914, 15.270], [12.753, 7.875, 10.047], [13.131, 10.856, 7.138], [8.436, 12.458, 14.049], [19.573, 9.055, 13.181], [16.139, 10.491, 17.513], [18.761, 9.568, 14.180], [19.169, 9.891, 15.127], [10.222, 12.503, 12.822], [13.588, 8.797, 8.379], [14.271, 15.874, 11.488], [13.344, 3.846, 16.074], [12.278, 7.586, 8.002], [13.364, 14.565, 8.144], [21.959, 14.933, 15.150], [20.634, 8.917, 13.331], [10.065, 6.781, 16.267], [7.986, 9.866, 16.163], [13.876, 14.381, 11.924], [18.044, 10.103, 16.505], [10.984, 11.026, 7.581], [11.777, 14.937, 7.319], [11.494, 9.488, 6.620], [10.937, 4.529, 16.803], [21.359, 16.609, 15.806], [16.384, 12.937, 14.133], [18.793, 15.621, 11.787], [12.208, 15.847, 10.233], [12.272, 6.334, 11.068], [14.616, 5.420, 14.717], [14.035, 10.520, 18.040], [6.808, 11.974, 15.342], [16.517, 10.680, 18.526], [19.608, 8.166, 11.251], [8.110, 13.435, 13.702], [17.084, 8.399, 10.884], [12.527, 13.240, 7.273], [13.773, 7.680, 14.224], [13.309, 10.575, 15.626], [17.745, 13.548, 16.246]],
  "mulliken_charge": [0.7355, -0.8764, -0.4284, -0.3244, -0.8184, -0.7175, -0.5244, -0.5436, -0.2791, -0.2905, -0.3433, -0.5395, 0.1759, 0.0575, -0.4103, -0.7516, -0.2037, 0.0733, 0.3323, -0.2913, -0.2796, -0.5902, 0.0458, -0.0991, 0.0693, 0.4356, 0.2532, -0.1666, -1.0655, -0.0344, -0.3958, -0.3080, -0.2335, -0.5661, -0.5616, -0.6530, -0.4033, -0.2681, -0.3835, -0.5735, 0.5436, 0.2319, -0.5197, 1.0284, 1.0047, -0.5212, -0.4840, -1.0975, 0.4723, 0.5811, -0.6392, -0.9840, -0.5819, -0.3551, 0.2915, 0.3435, 0.3086, 0.3182, 0.3319, 0.2650, 0.3286, 0.2625, 0.3803, 0.3303, 0.3994, 0.2257, 0.3319, 0.2240, 0.1958, 0.2689, 0.2917, 0.2322, 0.4199, 0.4546, 0.2043, 0.3770, 0.3400, 0.3755, 0.3525, 0.3686, 0.3064, 0.3567, 0.3345, 0.1882, 0.6603, 0.5088, 0.4890],
  "charge": -2,
  "homo_ha": [-0.0767, 0.0073],
  "e_lumo_ev": [3.6, 2.4],
  "total_energy_ha": -2571.805110
}



{
  "formula": "C21H17Cl3GaGeN7",
  "method": "ωB97M-V/def2-TZVPD",
  "symbols": ["Ge", "Ga", "Cl", "Cl", "Cl", "N", "N", "N", "N", "N", "N", "N", "C", "C", "C", "C", "C", "C", "C", "C", "C", "C", "C", "C", "C", "C", "C", "C", "C", "C", "C", "C", "C", "H", "H", "H", "H", "H", "H", "H", "H", "H", "H", "H", "H", "H", "H", "H", "H", "H"],
  "xyz": [[-0.759, -2.692, 0.170], [0.642, -0.586, 0.309], [-4.598, -2.851, 2.418], [0.100, -5.603, -1.366], [-2.383, -1.281, -0.603], [-0.042, 0.128, -3.753], [-1.901, -0.311, 2.416], [0.064, -2.944, -1.775], [0.922, -2.731, -3.771], [0.258, 1.257, 1.219], [0.413, 0.160, -1.619], [2.527, 0.074, 0.506], [-4.928, -0.524, 2.474], [-4.585, 0.684, 2.102], [0.064, 3.973, 1.725], [3.875, 1.977, 0.922], [-0.067, 1.444, -3.376], [3.618, -0.661, 0.263], [-3.368, 1.338, 1.635], [0.409, -2.071, -2.719], [5.012, 1.222, 0.660], [0.249, -0.622, -2.677], [0.217, 1.453, -2.049], [0.912, -4.076, -3.507], [1.281, 3.414, 1.373], [-1.034, 3.149, 1.878], [-2.101, 0.929, 1.851], [2.635, 1.373, 0.835], [1.352, 2.053, 1.145], [-1.932, -1.397, 2.843], [0.379, -4.194, -2.260], [-0.918, 1.789, 1.616], [4.886, -0.117, 0.328], [1.278, -4.816, -4.196], [0.268, 2.296, -1.382], [5.751, -0.735, 0.134], [1.320, -2.316, -4.602], [-5.889, -2.593, 2.866], [-3.508, 2.288, 1.135], [-3.340, -2.705, 3.188], [3.459, -1.706, 0.027], [-4.652, -4.160, 2.747], [-1.970, 3.547, 2.239], [5.990, 1.680, 0.730], [3.976, 3.013, 1.208], [-0.017, 5.035, 1.917], [-5.447, 1.356, 2.218], [-0.291, 2.238, -4.067], [-0.288, -0.214, -4.671], [2.161, 4.034, 1.293]],
  "lowdin_spin": [0.0017, 0.0006, 0.3332, 0.0000, 0.0010, 0.0000, 0.0009, -0.0001, 0.0000, -0.0007, 0.0002, 0.0001, 0.2069, 0.0342, -0.0001, 0.0000, 0.0000, 0.0000, 0.0114, 0.0000, 0.0000, 0.0000, 0.0000, 0.0000, -0.0007, -0.0007, -0.0061, 0.0000, -0.0002, 0.0583, 0.0000, -0.0005, 0.0000, 0.0000, 0.0000, 0.0000, 0.0000, 0.1639, 0.0008, 0.1572, 0.0000, 0.0296, 0.0001, 0.0000, 0.0000, 0.0000, 0.0092, 0.0000, 0.0000, 0.0000],
  "charge": 3,
  "homo_ha": [-0.5799, -0.5918],
  "e_lumo_ev": [-9.1, -9.3],
  "multiplicity": 2,
  "total_energy_ha": -6574.832204,
  "s_squared": 0.77
}



{
  "formula": "C22H11Cl2N2O6S2Tc",
  "method": "ωB97M-V/def2-TZVPD",
  "symbols": ["Tc", "Cl", "Cl", "S", "S", "O", "O", "O", "O", "O", "O", "N", "N", "C", "C", "C", "C", "C", "C", "C", "C", "C", "C", "C", "C", "C", "C", "C", "C", "C", "C", "C", "C", "C", "C", "H", "H", "H", "H", "H", "H", "H", "H", "H", "H", "H"],
  "xyz": [[0.447, 0.416, 0.980], [3.034, 6.430, -1.486], [5.254, 2.188, 0.990], [-0.188, 1.138, 3.052], [-1.596, -0.457, 0.770], [0.281, 1.592, -3.566], [3.993, -1.857, -3.679], [3.049, -2.654, 1.258], [1.386, -1.205, 1.619], [2.407, 1.215, 1.142], [-0.941, 0.807, -1.829], [0.276, 2.398, 0.186], [1.345, -0.427, -0.867], [3.182, -1.839, -1.467], [-3.482, -1.128, 2.625], [1.467, 3.046, 0.029], [3.829, 2.975, 0.394], [2.294, -1.322, -0.557], [-0.823, 4.215, -0.875], [0.355, 4.878, -1.058], [3.944, 4.223, -0.234], [0.071, 0.897, -2.559], [-2.275, -0.458, 2.369], [2.600, 2.347, 0.556], [-3.389, -0.410, 4.916], [2.294, -1.788, 0.879], [1.235, -0.024, -2.139], [1.558, 4.302, -0.597], [-4.031, -1.111, 3.886], [3.102, -1.380, -2.774], [2.117, -0.467, -3.108], [2.845, 4.875, -0.715], [-0.831, 2.961, -0.246], [-2.214, 0.265, 4.675], [-1.636, 0.249, 3.395], [1.994, -0.071, -4.110], [3.822, -1.439, -4.529], [-3.820, -0.399, 5.910], [3.914, -2.568, -1.149], [-1.742, 2.399, -0.123], [-4.956, -1.638, 4.082], [-1.716, 0.810, 5.469], [0.383, 5.837, -1.558], [-3.966, -1.661, 1.814], [4.925, 4.669, -0.334], [-1.758, 4.626, -1.228]],
  "lowdin_spin": [1.0727, -0.0001, 0.0002, 0.0041, -0.1406, 0.0015, -0.0003, 0.0125, 0.0399, 0.0004, 0.0175, -0.0003, 0.0013, 0.0003, -0.0113, 0.0033, -0.0006, 0.0004, -0.0004, 0.0071, -0.0013, 0.0010, -0.0078, 0.0003, -0.0161, 0.0074, 0.0014, -0.0004, 0.0072, -0.0004, 0.0004, -0.0004, 0.0089, 0.0090, -0.0157, 0.0001, 0.0000, -0.0014, 0.0001, -0.0009, 0.0007, 0.0005, 0.0004, -0.0006, -0.0001, -0.0002],
  "charge": -1,
  "homo_ha": [-0.1868, -0.1834],
  "e_lumo_ev": [0.8, 1.6],
  "multiplicity": 2,
  "total_energy_ha": -3203.736648,
  "s_squared": 0.87
}



{
  "formula": "C9H5ClN9O2Tc",
  "method": "ωB97M-V/def2-TZVPD",
  "symbols": ["Tc", "Cl", "O", "O", "N", "N", "N", "N", "N", "N", "N", "N", "N", "C", "C", "C", "C", "C", "C", "C", "C", "C", "H", "H", "H", "H", "H"],
  "xyz": [[0.207, -0.964, 0.524], [1.755, 4.880, -3.621], [1.940, -0.509, -0.367], [-0.456, 0.642, -0.226], [-0.796, -1.898, 4.362], [-1.927, -3.976, -0.861], [-2.176, -4.270, 0.463], [-1.258, -2.911, -0.989], [-0.250, -1.194, 2.381], [0.259, -0.292, 3.311], [-1.567, -3.192, 2.507], [-0.983, -2.462, 0.300], [-0.046, -0.744, 4.451], [-0.692, 2.654, -1.382], [-0.909, -2.152, 3.100], [0.103, 1.587, -1.007], [-1.599, -3.340, 1.149], [1.149, 3.618, -2.629], [1.440, 1.542, -1.453], [2.279, 0.475, -1.091], [1.955, 2.568, -2.267], [-0.176, 3.657, -2.183], [-0.803, 4.490, -2.475], [3.310, 0.465, -1.447], [-2.027, -3.878, 3.087], [-1.717, 2.676, -1.033], [2.983, 2.527, -2.606]],
  "lowdin_spin": [0.9402, -0.0036, 0.0233, -0.0061, 0.0038, -0.0018, 0.0039, 0.0148, 0.0025, 0.0146, -0.0001, 0.0015, -0.0012, -0.0088, 0.0062, 0.0100, 0.0060, -0.0076, -0.0010, 0.0045, -0.0057, 0.0032, 0.0003, 0.0008, 0.0007, -0.0003, 0.0000],
  "charge": 1,
  "homo_ha": [-0.4850, -0.4863],
  "e_lumo_ev": [-7.9, -7.3],
  "multiplicity": 2,
  "total_energy_ha": -1529.820929,
  "s_squared": 0.77
}